Record 1
The following is a DFT calculation (ωB97M-V/def2-TZVPD) of a molecular structure, CF4NO2RuS2 at a distorted geometry.

Results
Total charge: +2
Multiplicity: 6
<S²>: 8.77
Frontier orbital gap (spin up / spin down), eV: 7.74 / 5.38
HOMO level (spin up / spin down), eV: -19.934 / -19.691

Geometry as XYZ:
```
11
Properties=species:S:1:pos:R:3:forces:R:3
O -0.7867 -1.3606 0.4066 -2.075 1.939 -0.551
O 2.4162 1.6123 1.9067 0.240 -1.780 -0.811
S 1.7709 0.4217 1.3630 -0.381 3.871 0.844
F -0.8930 -0.3453 -2.1076 0.268 -0.090 0.686
F -2.6754 0.5761 -1.3261 0.592 -0.161 0.532
S -0.8828 0.1665 0.5002 -0.532 -0.124 -0.102
F -0.8741 1.7495 -1.5880 -0.014 -0.298 0.431
N 0.6139 0.8678 0.4061 0.773 -1.281 1.036
F 2.1326 -1.6013 0.9716 1.890 0.737 -0.106
C -1.3569 0.5661 -1.2826 -1.079 0.962 -2.254
Ru 0.5352 -2.6527 0.7501 0.318 -3.775 0.295
```
Forces are in eV/Å.

Record 2
The following is a DFT calculation (ωB97M-V/def2-TZVPD) of CFIO in the gas phase at a distorted geometry.

Results
Energy relative to the best compared isomer or geometry (same formula, charge and spin), kJ/mol: 23.8
Frontier orbital gap, eV: 9.54
HOMO level, eV: -10.313
SMILES: O=C(F)I

Geometry as XYZ:
```
4
Properties=species:S:1:pos:R:3:forces:R:3
I -0.9179 0.1514 1.7713 1.078 -0.083 -1.654
F 0.0277 -1.1600 -0.7185 0.263 -0.328 -0.202
O 0.6832 0.9588 -0.7968 0.423 0.050 -0.131
C 0.2070 0.0498 -0.2560 -1.763 0.361 1.987
```
Forces are in eV/Å.

Record 3
The following is a DFT calculation (ωB97M-V/def2-TZVPD) of a molecular structure, CFN2O at a distorted geometry.

Results
Total charge: -1
Energy relative to the best compared isomer or geometry (same formula, charge and spin), kJ/mol: 53.4
Frontier orbital gap (spin up / spin down), eV: 9.05 / 9.04
HOMO level (spin up / spin down), eV: -5.004 / -5.004

Geometry as XYZ:
```
5
Properties=species:S:1:pos:R:3:forces:R:3
N -0.9863 0.2160 -1.9672 -0.473 -0.192 -1.585
N -0.0096 -0.2964 0.8716 4.089 -5.012 -0.655
F 1.1177 0.8874 1.3618 -0.575 -0.477 -0.369
O 0.6677 -1.2969 0.6029 -3.788 5.651 1.153
C -0.7894 0.4899 -0.8691 0.747 0.030 1.456
```
Forces are in eV/Å.

Record 4
The following is a DFT calculation (ωB97M-V/def2-TZVPD) of a gas-phase ion, CFN4 (charge -1) at a distorted geometry.

Results
Total charge: -1
Energy relative to the best compared isomer or geometry (same formula, charge and spin), kJ/mol: 379.3
Frontier orbital gap (spin up / spin down), eV: 7.79 / 7.78
HOMO level (spin up / spin down), eV: -3.271 / -3.267

Geometry as XYZ:
```
6
Properties=species:S:1:pos:R:3:forces:R:3
N 0.2154 -0.3879 0.8838 2.194 -0.547 -0.227
F 2.2989 -0.6341 0.0154 -0.192 -0.097 0.430
N -0.9473 0.7670 -1.3306 0.239 -0.547 1.235
N -1.4563 0.5082 -0.2959 1.297 0.456 -2.141
C 0.9932 -0.2394 -0.0970 -1.923 0.903 -0.964
N -1.1039 -0.0137 0.8243 -1.616 -0.168 1.668
```
Forces are in eV/Å.

Record 5
The following is a DFT calculation (ωB97M-V/def2-TZVPD) of 2 unconnected molecules or ions with the total composition CFN4S at a distorted geometry.

Results
Total charge: -1
Energy relative to the best compared isomer or geometry (same formula, charge and spin), kJ/mol: 439.6
Frontier orbital gap, eV: 7.18
HOMO level, eV: -4.333

Geometry as XYZ:
```
7
Properties=species:S:1:pos:R:3:forces:R:3
N 1.6402 -0.4213 0.7379 0.886 0.085 0.201
C -0.4102 -0.5654 0.1515 -3.823 0.698 -1.081
S -3.0162 -0.5596 -0.3193 2.854 -0.158 0.542
N 0.5345 -1.1711 0.8321 -0.689 -0.521 0.082
N 0.1660 0.5519 -0.3320 0.291 -0.368 0.279
N 1.4458 0.6259 0.0402 0.075 1.073 -0.659
F -0.3601 1.5397 -1.1104 0.406 -0.810 0.637
```
Forces are in eV/Å.

Record 6
The following is a DFT calculation (ωB97M-V/def2-TZVPD) of 2 unconnected molecules or ions with the total composition CFNO2 at a distorted geometry.

Results
Energy relative to the best compared isomer or geometry (same formula, charge and spin), kJ/mol: 138.4
Frontier orbital gap (spin up / spin down), eV: 11.80 / 5.93
HOMO level (spin up / spin down), eV: -11.073 / -8.177

Geometry as XYZ:
```
5
Properties=species:S:1:pos:R:3:forces:R:3
O -1.6863 1.9263 0.3811 -1.118 0.171 -0.974
F 1.4318 -2.1215 -0.0694 0.185 -0.394 -0.680
N -0.8479 1.8111 1.1279 1.090 -0.128 1.000
C 0.8380 -1.2959 -0.9242 -1.401 2.608 2.528
O 0.2645 -0.3201 -0.5155 1.244 -2.256 -1.874
```
Forces are in eV/Å.